Entry 1:
ORCA calculation (ωB97M-V with the def2-TZVPD basis set) on a cluster of 2 separate species, C4H11NSi in total in a non-equilibrium geometry.

Values from the calculation:
ΔE to the lowest compared entry with this formula, charge and spin = 64.5 kcal per mole
HOMO energy = -7.5 eV
Kohn-Sham gap = 8.2803 eV
E = -503.16723 hartree
E_LUMO = 0.766 eV

Structure (ORCA input):
```
! RIJCOSX wB97M-V def2-TZVPD def2/J DEFGRID3
* xyz 0 1
Si -0.022 -0.502 0.559
N -1.419 -0.604 1.447
C 0.121 -1.794 -0.983
C 1.528 -0.106 1.638
C -0.842 1.998 -1.779
C 0.040 1.750 -0.810
H -0.829 2.812 -2.508
H 0.530 -1.225 -1.874
H 1.935 0.918 1.446
H 0.769 -2.637 -0.771
H -2.316 -0.914 0.926
H 0.854 2.349 -0.404
H 2.422 -0.617 1.282
H -1.729 1.356 -1.921
H -0.788 -2.095 -1.405
H -1.739 -0.381 2.360
H 1.485 -0.309 2.797
*
```

=====

Entry 2:
ORCA calculation (ωB97M-V with the def2-TZVPD basis set) on a cluster of 2 separate species, C4H11O in total in a non-equilibrium geometry.

Values from the calculation:
ΔE to the lowest compared entry with this formula, charge and spin = 10.8 kcal per mole
HOMO energy = -1.6 eV
Kohn-Sham gap = 5.0795 eV
E = -234.19398 hartree
E_LUMO = 3.454 eV

Structure (ORCA input):
```
! RIJCOSX wB97M-V def2-TZVPD def2/J DEFGRID3
* xyz -1 1
O -2.943 1.656 0.745
C -2.595 2.018 -0.525
C 2.308 -1.566 0.012
C 1.494 -1.384 -1.247
C 1.755 -0.840 1.224
H 0.427 -1.596 -1.096
H 2.155 -1.316 2.134
H -1.954 2.943 -0.568
H 0.667 -0.875 1.309
H 1.845 -2.056 -2.029
H -3.490 2.197 -1.161
H 2.351 -2.628 0.247
H -1.959 1.240 -1.036
H 1.553 -0.361 -1.620
H 1.972 0.229 1.251
H 3.324 -1.208 -0.172
*
```

=====

Entry 3:
ORCA calculation (ωB97M-V with the def2-TZVPD basis set) on a cluster of 2 separate species, C4H11O in total in a non-equilibrium geometry.

Values from the calculation:
ΔE to the lowest compared entry with this formula, charge and spin = 27.8 kcal per mole
HOMO energy = -1.8 eV
Kohn-Sham gap = 5.4455 eV
E = -234.16695 hartree
E_LUMO = 3.687 eV

Structure (ORCA input):
```
! RIJCOSX wB97M-V def2-TZVPD def2/J DEFGRID3
* xyz -1 1
O 3.121 0.981 -0.312
C -2.061 -1.142 0.877
C -1.392 -0.016 -1.307
C 2.448 0.201 0.538
C -1.901 0.217 0.102
H -1.262 1.028 -1.661
H -1.925 -0.560 -2.027
H 2.521 -0.914 0.293
H -1.255 -1.792 0.591
H 2.777 0.177 1.639
H -1.215 0.958 0.580
H -2.190 -1.050 1.963
H -2.962 -1.794 0.635
H -2.895 0.870 0.053
H -0.371 -0.435 -1.249
H 1.243 0.111 0.418
*
```